No. 1
{
  "formula": "C3H5CoLi2O4",
  "method": "ωB97M-V with the def2-TZVPD basis set",
  "species": ["H", "Li", "O", "O", "C", "C", "O", "C", "H", "H", "H", "H", "O", "Co", "Li"],
  "xyz": [[-1.967, -0.320, -0.365], [1.188, 0.580, -2.035], [-1.327, -2.267, -0.569], [-0.270, -0.772, 0.733], [-0.314, 0.539, 1.361], [0.396, 1.557, 0.464], [1.549, 1.028, -0.114], [-1.175, -1.085, -0.266], [-1.361, 0.810, 1.553], [0.219, 0.408, 2.311], [0.604, 2.448, 1.084], [-0.317, 1.886, -0.321], [0.952, -1.193, -1.705], [1.655, -0.862, -0.017], [0.168, -2.755, -2.113]],
  "atomic_forces_ev_per_a": [[0.5, 0.1, -0.7], [0.3, 1.1, -0.4], [1.4, 2.9, -0.6], [0.4, -0.6, -0.9], [-0.1, 0.9, 0.3], [-1.3, 0.7, 0.5], [0.6, -1.6, -0.5], [-2.4, -3.0, 2.3], [0.3, 0.0, 0.1], [-0.2, -0.1, -0.2], [0.1, -0.3, -0.3], [0.3, 0.0, 0.2], [1.3, -0.1, 1.0], [-0.3, 0.8, -0.7], [-0.7, -0.7, -0.1]],
  "lowdin_charge": [0.194, 0.791, 0.074, -0.128, -0.088, -0.259, -0.310, -0.250, 0.159, 0.158, 0.161, 0.138, -0.505, 1.034, 0.830],
  "charge": 2,
  "spin_multiplicity": 5
}

=====

No. 2
{
  "formula": "C3H5NO2S",
  "method": "ωB97M-V with the def2-TZVPD basis set",
  "species": ["C", "C", "C", "N", "O", "O", "S", "H", "H", "H", "H", "H"],
  "xyz": [[1.210, -0.417, 1.400], [-0.758, -0.574, 0.200], [-0.785, 0.827, -0.545], [-0.020, -0.728, 1.497], [1.727, 0.148, 0.281], [0.613, -0.130, -2.624], [0.741, 0.914, -1.641], [1.825, -0.525, 2.327], [-1.757, -0.796, 0.450], [-0.321, -1.189, -0.655], [-1.847, 0.894, -0.950], [-0.627, 1.576, 0.260]],
  "atomic_forces_ev_per_a": [[-0.5, 1.6, -1.6], [2.1, 0.1, -0.6], [-0.3, -0.2, 1.5], [-0.8, -0.2, -1.5], [0.6, -0.4, -0.1], [0.1, -0.2, -0.1], [-1.2, -0.7, 3.3], [0.0, 0.3, -1.1], [-1.2, -0.6, -0.2], [-0.8, -0.3, 1.5], [1.8, 0.3, -0.4], [-0.1, 0.1, -0.8]],
  "lowdin_charge": [-0.354, -0.269, -0.326, 0.012, -0.256, -0.437, 1.113, 0.130, 0.078, 0.108, 0.114, 0.088]
}

=====

No. 3
{
  "formula": "CH2F3P",
  "method": "ωB97M-V with the def2-TZVPD basis set",
  "species": ["C", "F", "F", "F", "P", "H", "H"],
  "xyz": [[0.401, 0.954, -0.229], [1.018, 1.394, 0.907], [0.263, -2.179, 0.207], [-1.988, 1.449, 0.528], [-1.165, 0.612, -0.559], [0.365, -2.992, 0.043], [1.106, 0.762, -0.897]],
  "atomic_forces_ev_per_a": [[-1.4, 0.9, 3.7], [-0.9, 0.3, -0.5], [-0.8, 6.9, 1.4], [-0.1, -0.4, 0.4], [-0.6, 0.6, -0.5], [0.9, -7.0, -1.4], [2.9, -1.4, -3.1]],
  "lowdin_charge": [-0.459, -0.050, 0.001, -0.375, 0.905, -0.014, -0.007],
  "smiles": "F/C=P\\F.F"
}

=====

No. 4
{
  "formula": "C9H18N2O4",
  "method": "ωB97M-V with the def2-TZVPD basis set",
  "species": ["C", "C", "C", "C", "C", "C", "C", "C", "C", "H", "H", "H", "H", "H", "H", "H", "H", "H", "H", "H", "H", "H", "H", "H", "H", "H", "H", "N", "N", "O", "O", "O", "O"],
  "xyz": [[-2.250, -0.621, -0.767], [-0.827, -0.874, -0.065], [-2.733, 0.725, -0.248], [-3.547, 0.661, 1.119], [1.342, 0.111, 0.136], [1.632, 1.602, 0.068], [2.679, -0.637, 0.205], [3.295, -1.152, -1.110], [2.435, -1.860, 1.112], [-2.931, -2.050, 0.324], [-2.901, -2.349, -1.420], [-2.085, -0.499, -1.881], [-3.308, 1.205, -1.041], [-1.588, 2.178, 0.545], [-4.497, 0.309, 0.744], [-3.048, 0.021, 1.893], [-3.350, 1.705, 1.524], [-0.065, 0.397, -1.455], [0.822, 0.021, 1.194], [3.337, 0.056, 0.778], [4.037, -1.945, -0.861], [4.086, -0.474, -1.748], [2.565, -1.647, -1.684], [3.367, -2.531, 1.077], [2.394, -1.636, 2.106], [1.648, -2.606, 0.897], [1.060, 3.041, -0.819], [-3.014, -1.761, -0.612], [0.200, -0.379, -0.804], [-0.709, -1.487, 0.958], [-1.449, 1.382, -0.043], [2.323, 2.246, 0.813], [0.835, 2.117, -0.848]],
  "atomic_forces_ev_per_a": [[2.8, 0.6, -1.3], [-1.6, 0.7, -2.4], [0.8, -0.5, 2.0], [2.8, 0.8, -1.2], [-1.3, -0.2, 1.4], [-1.2, -1.6, 0.4], [-0.4, -1.0, 0.6], [3.7, 1.2, -0.1], [2.5, -2.7, -2.2], [0.0, -1.6, 0.8], [-0.1, -0.8, 0.9], [0.2, 0.0, 1.1], [-0.2, 0.3, 0.3], [0.1, -1.2, -1.1], [-0.7, 0.4, 1.0], [-0.6, 0.1, -1.0], [-1.5, -1.0, -0.4], [0.2, -1.3, 0.9], [1.3, 0.1, -1.9], [-0.2, -0.6, -0.6], [-0.7, 0.3, 0.2], [-2.7, -0.9, 1.4], [-0.9, -0.2, -1.1], [-0.9, 0.9, -0.1], [-0.6, 1.0, 2.7], [-0.1, 1.0, -0.4], [-0.1, 1.3, -0.4], [-2.2, 0.5, -1.0], [2.9, 1.7, 0.6], [-0.3, -0.5, 1.0], [-1.9, 2.1, 1.1], [0.2, -0.1, -0.4], [0.4, 1.1, -0.9]],
  "lowdin_charge": [-0.322, -0.473, -0.323, -0.013, -0.156, -0.509, -0.352, -0.075, -0.085, 0.068, 0.094, 0.161, 0.136, 0.130, 0.070, 0.091, 0.090, 0.134, 0.186, 0.143, 0.064, 0.127, 0.046, 0.094, 0.039, 0.088, 0.129, 0.072, 0.131, 0.084, -0.100, 0.121, 0.109],
  "smiles": "CC(C)[C@H](NC(=O)[C@@H](N)[C@@H](C)O)C(=O)O"
}

=====

No. 5
{
  "formula": "C2H39NO17",
  "method": "ωB97M-V with the def2-TZVPD basis set",
  "species": ["C", "O", "C", "N", "H", "H", "H", "H", "H", "H", "H", "H", "H", "O", "H", "H", "O", "H", "H", "O", "H", "H", "O", "H", "H", "O", "H", "H", "O", "H", "H", "O", "H", "H", "O", "H", "H", "O", "H", "H", "O", "H", "H", "O", "H", "H", "O", "H", "H", "O", "H", "H", "O", "H", "H", "O", "H", "H", "O"],
  "xyz": [[-0.668, -0.542, 0.858], [-0.781, -1.518, -0.173], [0.369, 0.596, 0.535], [-0.236, 1.922, 0.553], [-1.677, -0.106, 1.052], [-0.435, -1.057, 1.746], [0.101, -1.802, -0.391], [1.218, 0.463, 1.175], [0.608, 0.366, -0.519], [-0.571, 2.186, 1.527], [-1.109, 2.035, 0.052], [3.638, 1.336, -2.706], [2.484, 1.781, -2.011], [3.370, 1.427, -1.760], [2.559, -1.103, 0.584], [4.028, -1.539, 1.166], [3.158, -1.137, 1.364], [2.561, -0.097, -1.294], [2.308, -1.648, -1.624], [2.067, -0.881, -1.099], [-0.742, -4.339, -1.596], [-1.212, -3.272, -2.545], [-0.603, -4.028, -2.479], [-0.955, -0.601, -2.100], [-2.499, -0.777, -1.891], [-1.831, -0.374, -2.459], [0.598, -0.250, 3.651], [-0.128, 0.047, 4.951], [-0.218, -0.467, 4.150], [-1.652, -2.573, 1.360], [-1.837, -2.842, 2.912], [-2.281, -2.512, 2.121], [-1.663, 2.901, 3.366], [-2.179, 1.490, 3.152], [-1.928, 2.265, 2.663], [-2.309, -0.599, 3.682], [-3.623, -0.136, 3.111], [-2.975, 0.072, 3.815], [-0.347, 2.660, -2.442], [0.603, 2.406, -1.310], [0.589, 2.442, -2.276], [-1.809, 1.289, -2.641], [-2.977, 2.381, -2.538], [-2.113, 2.172, -2.196], [2.189, 4.200, 1.320], [1.951, 2.762, 1.103], [2.621, 3.361, 1.517], [2.015, -2.137, -3.569], [1.148, -3.216, -2.832], [2.055, -2.810, -2.866], [0.597, -0.388, -4.965], [1.079, 0.332, -3.736], [1.186, -0.484, -4.192], [2.749, 1.724, 2.831], [2.998, 0.255, 2.239], [2.495, 0.814, 2.869], [-3.258, -1.075, -0.353], [-4.743, -0.913, -0.230], [-3.980, -0.461, -0.632]],
  "atomic_forces_ev_per_a": [[-0.2, 1.8, 0.1], [-0.9, -0.4, -0.2], [-2.9, -1.0, -1.8], [0.6, 1.3, 2.1], [0.7, -0.3, -0.5], [0.6, -0.4, 1.2], [0.8, -0.2, -0.3], [0.3, 0.6, 0.2], [0.2, 0.4, 0.8], [0.9, -0.6, -1.5], [0.1, -0.6, -0.6], [0.7, -0.2, 1.0], [0.2, 0.2, 0.9], [-0.9, 0.3, -2.1], [1.0, -0.3, -0.3], [-1.1, 0.3, -0.3], [0.5, -0.5, 0.3], [1.1, 0.9, -0.5], [0.3, -0.4, -0.8], [-1.2, -1.1, 1.3], [0.0, -0.5, 0.9], [0.2, -0.2, -0.1], [-0.2, 0.9, -0.8], [-0.6, -0.1, 0.1], [0.1, 0.4, -0.1], [0.8, -0.6, -0.9], [-0.3, 0.0, 0.3], [0.0, 0.1, 0.3], [0.6, -0.1, -0.6], [-0.6, 0.0, 1.0], [0.1, 0.0, -0.3], [0.2, -0.3, -0.6], [-0.3, -0.5, -0.8], [-0.5, -1.2, 0.6], [0.5, 2.2, 0.6], [0.7, -0.4, 0.0], [0.3, 0.2, 0.6], [-1.2, 0.0, -0.6], [0.1, 0.0, -0.1], [-0.1, 0.1, 0.5], [0.2, -0.2, -0.3], [-1.4, 1.6, 1.3], [-0.4, 0.0, -0.2], [1.3, -1.1, -0.9], [0.3, 0.3, 0.2], [0.7, 0.3, 0.4], [-1.2, -0.5, -0.7], [-0.2, -0.2, 0.3], [1.0, 0.4, -0.1], [-0.7, -0.6, -0.3], [0.4, -0.2, 0.4], [-0.1, 1.2, 0.9], [-0.4, -0.8, -1.4], [0.4, 0.8, -0.3], [0.0, 0.3, 0.3], [-0.6, -0.9, 0.7], [-0.6, 0.8, 0.1], [0.1, 0.4, -0.3], [0.4, -1.4, 0.7]],
  "lowdin_charge": [-0.209, -0.105, -0.220, -0.007, 0.122, 0.067, 0.068, 0.065, 0.079, 0.062, 0.060, 0.082, 0.021, -0.055, 0.016, 0.084, -0.068, -0.004, 0.014, -0.077, 0.039, 0.051, -0.027, 0.045, 0.014, -0.053, 0.033, 0.051, -0.052, 0.030, 0.054, -0.071, 0.080, -0.030, -0.065, -0.007, 0.073, -0.056, 0.014, -0.002, -0.076, 0.050, 0.042, -0.106, 0.043, 0.021, -0.074, 0.023, 0.035, -0.079, 0.078, 0.003, -0.031, -0.001, -0.004, -0.081, 0.031, 0.066, -0.054]
}

=====

No. 6
{
  "formula": "H11O6",
  "method": "ωB97M-V with the def2-TZVPD basis set",
  "species": ["O", "H", "O", "H", "H", "O", "H", "H", "O", "H", "H", "O", "H", "H", "O", "H", "H"],
  "xyz": [[-0.580, 1.174, 0.667], [-0.646, 1.807, 1.390], [0.113, 2.636, -1.644], [0.386, 1.732, -1.853], [-0.252, 2.498, -0.747], [1.381, 0.061, 1.948], [1.090, -0.040, 2.854], [0.595, 0.494, 1.442], [-1.779, -0.964, 0.107], [-1.414, -0.047, 0.394], [-1.206, -1.653, 0.456], [0.876, -2.540, 0.998], [1.420, -2.765, 0.237], [1.054, -1.579, 1.128], [-0.006, -0.385, -2.297], [-0.865, -0.072, -2.579], [-0.100, -0.491, -1.335]],
  "atomic_forces_ev_per_a": [[0.5, 0.5, 0.4], [-0.4, 0.0, -0.1], [0.0, 0.2, 0.0], [0.0, 0.0, -0.1], [0.1, -0.3, 0.0], [0.0, -0.1, -0.4], [-0.1, -0.1, 0.2], [0.1, 0.1, -0.1], [-0.3, 0.2, -0.3], [0.0, -0.6, 0.2], [0.1, 0.2, 0.1], [0.1, 0.3, -0.2], [-0.1, -0.1, 0.0], [0.0, -0.2, 0.4], [0.6, 0.0, 0.1], [-0.3, 0.0, 0.2], [-0.4, 0.0, -0.2]],
  "lowdin_charge": [-0.373, -0.029, -0.122, -0.015, -0.011, -0.138, 0.021, -0.016, -0.161, -0.038, -0.019, -0.093, 0.029, -0.003, -0.078, 0.036, 0.010],
  "charge": -1
}

=====

No. 7
{
  "formula": "C2H4N2S2",
  "method": "ωB97M-V with the def2-TZVPD basis set",
  "species": ["C", "C", "H", "H", "H", "H", "N", "N", "S", "S"],
  "xyz": [[1.161, 0.823, 0.145], [-1.608, -0.973, -0.082], [0.491, -0.045, 1.668], [1.771, 1.641, -0.436], [0.572, 0.313, -1.731], [-2.439, -1.660, 0.425], [1.004, 0.739, 1.488], [0.861, -0.085, -0.899], [-0.066, -1.503, -0.633], [-1.746, 0.751, 0.055]],
  "atomic_forces_ev_per_a": [[1.2, 0.7, 2.6], [-1.3, 3.5, 1.7], [-1.9, -2.9, 0.8], [-1.2, -1.0, 2.0], [-0.4, 1.3, -2.0], [2.2, 1.2, -1.5], [2.7, 3.2, -6.3], [-0.5, -2.2, 3.0], [0.5, -0.7, -0.1], [-1.3, -3.2, -0.3]],
  "lowdin_charge": [-0.374, -0.909, -0.056, 0.145, 0.031, 0.073, 0.072, -0.373, 0.838, 0.553],
  "smiles": "[H]/N=C\\NSC=S"
}

=====

DFT total energy for the records above, in order: -49401.606 -19608.794 -18509.243 -20793.473 -39005.552 -12465.775 -26786.845 eV